Run 1
C5H14NP | ωB97M-V/def2-TZVPD

```
21
C5H14NP (ωB97M-V/def2-TZVPD)
C -4.0526 1.2362 -0.2540
C 1.8107 -0.5595 -1.3916
C 3.2640 -0.4681 0.8892
C -3.3896 0.0177 0.3883
C -2.1595 -0.3503 0.1848
N 1.9492 1.7522 0.0025
P 1.6029 0.1185 0.3562
H -5.0733 1.2410 -0.1843
H -3.5418 2.2061 0.0342
H -3.7919 1.2937 -1.2973
H 0.7839 -0.3758 -1.8781
H 2.4087 0.1341 -1.9313
H 1.9568 -1.5854 -1.3570
H 3.1068 -1.4727 1.2018
H 3.7691 -0.5106 -0.1569
H 3.6035 0.1496 1.7261
H -4.0670 -0.6116 1.0118
H 2.2310 2.2296 0.8622
H -1.9501 -1.3701 0.5528
H -1.3681 0.2648 -0.2560
H 1.1326 2.4179 -0.3456
```

M, u: 119.15
SMILES string: CP(C)N.C=CC
HOMO, Eh: -0.2890



Run 2
C5H14NP | ωB97M-V/def2-TZVPD

```
21
C5H14NP (ωB97M-V/def2-TZVPD)
C -2.8995 0.5618 1.9210
C 1.2827 -1.2903 -1.0298
C 3.4807 0.6116 -1.2196
C -2.7772 -0.4268 0.7909
C -2.4446 -0.1099 -0.4495
N 1.3978 0.9304 0.6889
P 2.3774 -0.3296 0.1381
H -2.7290 0.1513 2.9601
H -2.1609 1.3033 1.6796
H -3.9649 0.8671 2.0561
H 0.4170 -1.3917 -0.3743
H 1.1411 -1.1100 -2.0878
H 1.7273 -2.2523 -0.8404
H 4.0176 1.5177 -0.7378
H 4.1868 -0.1614 -1.5778
H 2.6651 0.7008 -1.8534
H -3.0073 -1.3765 0.9893
H 1.8130 1.8219 0.4633
H -2.4069 -0.8056 -1.3245
H -2.2049 0.9909 -0.7809
H 0.5160 1.0328 0.1932
```

M, u: 119.15
SMILES string: CP(C)N.C=CC
HOMO, Eh: -0.2924



On energetic grounds, run 1 is preferred over the next structure by 18.1 kJ/mol.



Run 1
C4H5N2 | ωB97M-V/def2-TZVPD

```
11
C4H5N2 (ωB97M-V/def2-TZVPD)
C 1.5078 -0.6037 -0.7656
C 1.4607 -1.7054 -1.2346
C -1.3367 0.4627 1.2161
C -1.7217 2.8618 1.5004
N -1.5978 1.6195 1.2694
N 1.3139 -2.9133 -1.6390
H 1.5283 0.2656 -0.1380
H -2.3135 3.2046 2.2821
H -1.1983 3.6169 0.9669
H 0.5836 -3.0574 -2.2421
H 1.7738 -3.7514 -1.2154
```

M, u: 81.10
HOMO (alpha / beta), Eh: -0.5372 / -0.4236
Charge: +1



Run 2
C4H5N2 | ωB97M-V/def2-TZVPD

```
11
C4H5N2 (ωB97M-V/def2-TZVPD)
C -0.7428 0.7113 0.1299
C 2.5898 0.2521 -0.1284
C -0.3584 -0.6625 -0.0972
C -1.7546 -0.4573 -0.0558
N 0.7844 -1.2820 -0.2808
N 1.7807 -0.5654 -0.2253
H -0.7674 1.2919 1.0650
H 3.5398 0.7383 0.3628
H -0.5734 1.3314 -0.7561
H -2.1563 -1.0162 0.8211
H -2.3418 -0.3417 -0.8352
```

M, u: 81.10
SMILES string: C#[N+]N=C1CC1
HOMO, Eh: -0.5741
Charge: +1



Run 3
C4H5N2 | ωB97M-V/def2-TZVPD

```
11
C4H5N2 (ωB97M-V/def2-TZVPD)
C 1.7770 0.3435 0.0453
C 0.5814 1.0607 -0.0245
C -1.7305 -0.2986 0.1917
C -0.5548 -1.1055 -0.1403
N 1.9785 -0.8440 0.2594
N -0.4662 0.2539 -0.2988
H 2.6707 1.0377 -0.3265
H 0.5331 2.0934 0.1180
H -2.6393 -0.2351 -0.4449
H -2.0301 -0.1816 1.1629
H -0.1197 -2.1244 -0.5423
```

M, u: 81.10
HOMO (alpha / beta), Eh: -0.5265 / -0.5541
Charge: +1



On energetic grounds, run 2 is preferred over the next structure by 121.9 kJ/mol.



Run 1
C4H5N2 | ωB97M-V/def2-TZVPD

```
11
C4H5N2 (ωB97M-V/def2-TZVPD)
C -0.3258 0.6245 0.7319
C -0.8877 0.4153 -0.6480
C 0.0727 -0.7940 0.6963
C 1.3348 0.4938 0.5577
N 0.7791 1.5048 1.0154
N -0.6660 -0.9820 -0.4219
H -1.9551 0.5938 -0.9065
H -0.3317 0.8808 -1.4328
H 0.4534 -1.3538 1.4238
H 2.2176 0.2928 0.1061
H -0.6912 -1.6759 -1.1219
```

M, u: 81.10
HOMO, Eh: -0.5607
Charge: +1



Run 2
C4H5N2 | ωB97M-V/def2-TZVPD

```
11
C4H5N2 (ωB97M-V/def2-TZVPD)
C 2.5272 -0.5544 0.4848
C -1.2010 0.5621 0.6167
C -0.5826 0.7754 -0.8015
C 0.4623 -0.2064 -0.6872
N 1.4551 -0.3088 0.0643
N -0.9076 -0.5120 -0.2514
H 3.4731 -1.0382 0.3713
H -0.5568 0.6529 1.4302
H -2.2704 0.6863 0.5985
H -1.1423 1.3864 -1.5340
H -1.2571 -1.4432 -0.2916
```

M, u: 81.10
HOMO, Eh: -0.4879
Charge: +1



Run 3
C4H5N2 | ωB97M-V/def2-TZVPD

```
11
C4H5N2 (ωB97M-V/def2-TZVPD)
C -0.4421 -1.1141 0.1056
C -1.9183 -0.5971 -0.0219
C -1.6002 0.6990 -0.0012
C 1.9643 0.0487 -0.0313
N -0.2180 0.8057 0.1135
N 0.5210 -0.2482 -0.0108
H -2.7401 -1.3327 -0.1289
H -2.3075 1.4965 0.0012
H 2.3521 -0.4426 0.8978
H 2.1473 1.0898 0.1073
H 2.2415 -0.4049 -1.0313
```

M, u: 81.10
HOMO (alpha / beta), Eh: -0.5754 / -0.5763
Charge: +1



On energetic grounds, run 1 is preferred over the next structure by 84.0 kJ/mol.



Run 1
C24H56N8O8 | ωB97M-V/def2-TZVPD

```
96
C24H56N8O8 (ωB97M-V/def2-TZVPD)
C 0.7323 3.5846 0.4420
C 1.4420 4.2900 1.6675
O 2.5206 4.7469 1.4949
N 0.8143 4.3037 2.8261
C 1.3157 4.7838 4.1206
H 1.3810 3.5274 -0.3728
H -0.2141 3.8587 0.2413
H 0.4932 2.5608 1.1292
H -0.0417 3.6916 2.9076
H 2.3095 5.1434 4.0013
H 1.1637 3.9677 4.7231
H 0.8850 5.7056 4.3154
C 1.2346 -2.4937 -3.5954
C -0.3508 -2.5550 -3.6497
O -0.7662 -3.3253 -4.5673
N -1.0582 -1.8296 -2.9354
C -2.4623 -1.9194 -2.8210
H 1.5428 -1.6011 -4.0106
H 1.7411 -3.3111 -4.0627
H 1.4255 -2.7575 -2.5720
H -0.4373 -1.0414 -2.2999
H -2.9085 -1.9115 -3.8590
H -2.6598 -1.1170 -2.1216
H -3.1123 -2.7803 -2.4668
C -2.5439 1.5295 -4.8865
C -1.1280 1.3571 -5.4234
O -0.5343 2.3065 -5.9939
N -0.6623 0.0267 -5.4067
C 0.5290 -0.3453 -6.2474
H -2.7962 2.3746 -5.3651
H -2.5726 1.5013 -3.7317
H -3.0931 0.7616 -5.0900
H -1.2113 -0.6570 -4.8293
H 1.4109 -0.0243 -5.9208
H 0.4461 0.2653 -7.3844
H 0.5579 -1.4595 -6.6372
C -2.8254 0.7696 3.3511
C -2.0077 1.9882 4.0044
O -1.2618 2.5708 3.2696
N -2.1883 2.2567 5.2899
C -1.2875 3.1124 6.1286
H -2.2702 -0.1891 3.3319
H -3.3855 0.9623 2.2687
H -3.7647 0.5431 3.7583
H -2.7600 1.7790 6.0320
H -0.9735 3.9902 5.3663
H -0.2203 2.6236 6.5487
H -1.7280 3.4815 7.2509
C -3.4947 -3.3266 0.5698
C -4.7005 -3.0164 1.2924
O -4.7081 -2.0547 2.1119
N -5.8807 -3.5250 0.9236
C -7.0957 -3.1189 1.4175
H -3.8016 -3.8787 -0.3919
H -2.8192 -4.0181 1.2635
H -3.0686 -2.4364 0.1264
H -5.7298 -4.1048 0.1362
H -6.9074 -3.1289 2.4674
H -7.9578 -3.8099 1.2675
H -7.5063 -2.1109 1.0855
C 0.3733 -1.5661 0.6597
C -0.2996 -0.3639 -0.0164
O -1.4086 0.0493 0.3028
N 0.4007 0.1837 -1.0841
C -0.1420 1.1731 -2.1031
H 0.8839 -2.1601 -0.0482
H -0.3908 -2.0927 1.0626
H 0.9529 -1.3283 1.4584
H 1.5400 0.0311 -1.0674
H 0.0496 0.8462 -3.2235
H 0.1498 2.2207 -1.9998
H -1.2386 1.2241 -1.7522
C 4.8128 -1.3175 4.7295
C 4.2100 -1.7842 3.4869
O 3.4405 -0.9801 2.9654
N 4.5360 -3.0053 3.0528
C 3.7612 -3.6477 1.9540
H 5.5861 -0.7373 4.4469
H 5.0638 -2.1051 5.4128
H 4.2396 -0.6114 5.2971
H 5.3026 -3.5739 3.5029
H 3.4982 -4.6537 2.2243
H 4.3131 -3.6066 0.9629
H 2.7067 -2.9793 1.7438
C 3.9869 0.7813 -0.0070
C 3.5417 0.6404 -1.4922
O 3.0518 -0.4304 -1.7863
N 3.6446 1.6704 -2.2846
C 3.1026 1.7447 -3.6355
H 5.1222 0.7067 0.0312
H 3.7416 -0.2296 0.5032
H 3.6554 1.5664 0.4772
H 3.9928 2.5952 -2.0724
H 3.6815 2.4019 -4.3781
H 2.0885 2.1106 -3.6703
H 3.0001 0.7104 -4.1418
```

M, u: 584.76
SMILES string: CNC(C)=O.CNC(C)=O.CNC(C)=O.CNC(C)=O.CNC(C)=O.CNC(C)=O.CNC(C)=O.CNC(C)=O
HOMO, Eh: -0.3195



Run 2
C24H56N8O8 | ωB97M-V/def2-TZVPD

```
96
C24H56N8O8 (ωB97M-V/def2-TZVPD)
C -3.1737 3.8780 5.1466
O -3.4062 4.4095 6.2183
N -3.5304 4.2848 3.9200
C -3.1734 3.5761 2.7090
C -4.1636 5.5898 3.7796
H -2.5205 2.9833 5.1322
H -4.1202 3.4253 2.1820
H -2.8320 2.5834 3.0036
H -2.4399 4.1122 2.1078
H -3.4714 6.4016 3.5499
H -5.0197 5.4988 3.1135
H -4.5516 5.8760 4.7586
C 0.5310 -5.0395 -4.2643
O -0.5714 -4.6496 -4.5741
N 1.5334 -4.2499 -3.7847
C 2.7637 -4.8299 -3.2612
C 1.2786 -2.8679 -3.4517
H 0.8719 -6.0899 -4.2956
H 2.6786 -5.3205 -2.2884
H 3.4855 -4.0204 -3.2872
H 3.0953 -5.6153 -3.9441
H 1.3148 -2.7761 -2.3586
H 1.9859 -2.1331 -3.8359
H 0.2599 -2.5296 -3.6264
C 0.6464 -0.4404 0.5358
O 1.1888 -1.1978 -0.2510
N -0.1147 0.6067 0.1705
C -0.7747 1.4313 1.2181
C -0.5182 0.8998 -1.1710
H 0.7775 -0.5429 1.6219
H -0.5354 2.4445 0.8948
H -0.2122 1.2841 2.1361
H -1.8465 1.2671 1.2536
H 0.1856 0.6392 -1.9647
H -1.5244 0.5339 -1.3790
H -0.4009 1.9857 -1.2980
C 1.5265 4.0410 -4.0357
O 1.3059 3.5877 -2.9238
N 1.2746 3.3829 -5.1854
C 1.5019 4.1147 -6.4290
C 1.0197 1.9627 -5.1551
H 1.8998 5.0639 -4.1512
H 0.6456 4.0173 -7.1016
H 2.3753 3.7109 -6.9417
H 1.5424 5.1810 -6.2300
H 1.9827 1.4477 -5.2800
H 0.6260 1.6683 -4.1896
H 0.4335 1.5746 -5.9859
C 3.6947 -5.3690 0.7188
O 4.1262 -6.4841 0.9363
N 4.2669 -4.4320 -0.0526
C 3.5618 -3.1984 -0.4100
C 5.5288 -4.6164 -0.7530
H 2.7801 -4.9944 1.2094
H 3.6071 -3.0164 -1.4810
H 4.0343 -2.4054 0.1653
H 2.4944 -3.3514 -0.2651
H 5.2433 -5.1666 -1.6609
H 6.0318 -3.7135 -1.0929
H 6.3060 -5.2230 -0.2919
C 1.3013 6.7633 -1.3282
O 1.1838 7.9287 -1.6152
N 0.6909 6.1301 -0.2922
C 0.8154 4.7346 -0.0537
C -0.2236 6.8385 0.5669
H 1.9349 6.0308 -1.8567
H 0.8955 4.4570 1.0006
H 1.7252 4.3141 -0.4953
H 0.0814 4.0523 -0.5011
H -0.3797 7.8730 0.2629
H -1.1761 6.2989 0.5632
H 0.0212 6.9680 1.6288
C -3.9402 -0.1903 5.5160
O -4.3004 0.7011 4.7704
N -3.1873 -1.2471 5.1449
C -2.7799 -2.2656 6.1297
C -2.7215 -1.3641 3.7841
H -4.2627 -0.3572 6.5604
H -2.4128 -1.8734 7.0718
H -1.9266 -2.7656 5.6680
H -3.5846 -3.0019 6.1345
H -3.4496 -1.8756 3.1594
H -2.5108 -0.3979 3.3149
H -1.7159 -1.7707 3.6473
C -2.1657 -3.8607 0.7421
O -2.7613 -4.0402 1.7841
N -1.0760 -4.5298 0.3205
C -0.5377 -4.2868 -1.0205
C -0.4624 -5.5038 1.1787
H -2.5491 -3.1131 0.0336
H 0.5471 -4.3572 -0.9723
H -0.7319 -3.2500 -1.2893
H -1.0330 -4.9743 -1.7024
H -0.5075 -6.5355 0.8230
H 0.5911 -5.2355 1.3157
H -0.8969 -5.4852 2.1761
```

M, u: 584.76
SMILES string: CN(C)C=O.CN(C)C=O.CN(C)C=O.CN(C)C=O.CN(C)C=O.CN(C)C=O.CN(C)C=O.CN(C)C=O
HOMO, Eh: -0.3368



On energetic grounds, run 2 is preferred over the next structure by 546.7 kJ/mol.



Run 1
CH2BrIO2S | ωB97M-V/def2-TZVPD

```
8
CH2BrIO2S (ωB97M-V/def2-TZVPD)
C 0.3047 -0.0296 -0.1354
O 2.4913 2.0767 0.8334
O 1.6687 1.3376 -1.8335
S 1.1727 1.4928 -0.5034
Br -0.5411 2.7663 -0.6535
I 2.1160 -1.1357 0.0634
H -0.2834 0.3141 0.8059
H -0.3574 -0.1137 -0.9922
```

M, u: 284.90
HOMO, Eh: -0.3651



Run 2
CH2BrIO2S | ωB97M-V/def2-TZVPD

```
8
CH2BrIO2S (ωB97M-V/def2-TZVPD)
C -0.2744 -0.3313 0.2684
O 0.5910 -2.8099 1.2873
O 0.2967 -2.4246 -1.1331
S 0.6919 -1.9546 0.1557
Br 2.7338 -0.9600 -0.0461
I -2.1536 -1.1077 -0.0580
H -0.2037 0.1351 1.2363
H 0.1857 0.2298 -0.6465
```

M, u: 284.90
HOMO, Eh: -0.3683



On energetic grounds, run 2 is preferred over the next structure by 351.6 kJ/mol.